# 1
Formula: C6H14NO3S
Source: the Open Molecules 2025 dataset
Level of theory: ωB97M-V with the def2-TZVPD basis set

Each line ends with the Löwdin charge.
Positions of all 25 atoms, in Å:
C: 1.5662 -1.7557 1.0276  -0.08
C: -1.3929 3.1871 1.2184  -0.07
C: 0.8165 -2.7410 0.1195  -0.19
C: -1.7877 2.4778 -0.0228  -0.18
C: 0.8961 -2.1906 -1.4206  -0.21
C: -2.5474 1.3687 -0.0224  -0.06
N: 2.5406 0.2469 -1.0487  0.03
O: 3.1219 1.1931 -0.7529  0.21
O: -0.6688 -0.6143 -0.2107  -0.35
O: 1.0994 0.4636 -1.4198  -0.37
S: -0.0065 -0.6159 -1.6210  1.12
H: 2.0417 -2.2741 1.8507  0.09
H: 2.3428 -1.4099 0.3772  0.03
H: 0.8297 -1.0021 1.3392  0.08
H: -2.1549 3.9300 1.3397  0.08
H: -1.5163 2.4340 2.0197  0.10
H: -0.4319 3.7474 1.1226  0.10
H: 1.2367 -3.6446 0.0866  0.07
H: -0.1011 -2.7969 0.5080  0.06
H: -1.1038 2.7043 -0.7269  0.07
H: -1.3952 0.1746 -0.0481  0.07
H: 0.5282 -2.9316 -2.0281  0.06
H: 1.9900 -1.9383 -1.5449  0.11
H: -2.9095 0.9536 -1.0291  0.12
H: -2.9938 1.0340 0.8870  0.08

Results
HOMO-LUMO gap (eV): 8.85
Net charge: +1
E_LUMO (eV): -4.93
Highest occupied orbital energy (eV): -13.786
Energy relative to the best compared isomer or geometry (same formula, charge and spin) (kcal/mol): 137.4

---

# 2
Formula: C6H14NO4S2
Source: the Open Molecules 2025 dataset
Level of theory: ωB97M-V with the def2-TZVPD basis set

Each line ends with the Löwdin charge.
Positions of all 27 atoms, in Å:
C: -0.3825 -2.4993 0.4628  -0.07
C: -0.6719 1.7216 1.6399  -0.10
C: 1.1985 -0.0269 -2.0152  -0.11
C: 0.4207 -1.2316 0.7130  -0.26
C: -1.1956 0.6208 0.7805  -0.46
C: 0.7746 0.7131 -0.7443  -0.44
N: -0.1940 -0.1148 0.0005  -0.25
O: -3.6862 1.3805 0.0744  -0.52
O: 2.9859 -0.2419 0.3329  -0.56
O: -2.2529 0.0392 -1.5175  -0.32
O: 3.1028 2.0365 -0.6441  -0.56
S: -2.3319 1.3640 -0.5472  0.93
S: 2.3789 1.1097 0.2799  0.67
H: -1.3278 -2.1093 0.2596  0.03
H: -0.0055 -3.2976 -0.1545  0.06
H: -0.4647 -2.9693 1.4864  0.08
H: 0.0557 2.5259 1.2566  0.11
H: -1.4238 2.0135 2.2759  0.04
H: 0.1126 1.1327 2.2650  0.10
H: 2.0542 -0.5852 -1.8055  0.02
H: 0.6152 -0.7122 -2.7450  0.10
H: 1.4228 0.7377 -2.8130  0.08
H: 1.4342 -1.4549 0.4077  0.08
H: 0.4196 -1.0774 1.7798  0.11
H: -1.7763 -0.1874 1.2639  0.14
H: 0.2345 1.6225 -0.9920  0.09
H: -1.4969 -0.5099 -1.3002  0.01

Results
HOMO-LUMO gap (eV): 7.02
Net charge: -1
E_LUMO (eV): 3.29
Highest occupied orbital energy (eV): -3.723
Energy relative to the best compared isomer or geometry (same formula, charge and spin) (kcal/mol): 58.8

---

# 3
Formula: C6H14NOP
Source: the Open Molecules 2025 dataset
Level of theory: ωB97M-V with the def2-TZVPD basis set

Each line ends with the Löwdin charge.
Positions of all 23 atoms, in Å:
C: 0.2420 -1.3661 -0.2196  -0.37
C: 1.5997 -1.8310 -0.6662  -0.02
C: -0.7213 -2.3855 0.2408  -0.04
C: 0.8928 2.3423 -0.9785  -0.20
C: -2.3645 0.6764 1.1681  -0.25
C: 1.0500 1.3541 0.1197  -0.05
N: -0.1980 -0.1352 -0.2778  -0.12
O: -2.5626 -0.4928 -1.2596  -0.49
P: -1.7462 0.5330 -0.6010  0.61
H: 1.9422 -2.7794 -0.0648  0.13
H: 2.3115 -0.9607 -0.5641  0.08
H: 1.6635 -2.1320 -1.6557  0.06
H: -0.3732 -3.3330 -0.1515  0.08
H: -1.7794 -2.3309 -0.2001  0.11
H: -0.8574 -2.2732 1.2564  0.06
H: 1.4546 2.2529 -1.9703  0.10
H: -0.1509 2.3973 -1.3802  0.02
H: 1.1210 3.3773 -0.7079  0.07
H: -1.6607 1.3099 1.7458  0.02
H: -3.3912 1.0838 1.1371  0.03
H: -2.4218 -0.1980 1.7731  0.00
H: 2.0860 0.9700 0.2487  0.08
H: 0.5828 1.6575 1.1055  0.10

Results
HOMO-LUMO gap (spin up / spin down) (eV): 6.77 / 6.77
E_LUMO (spin up / spin down) (eV): -0.09 / -0.09
Highest occupied orbital energy (spin up / spin down) (eV): -6.857 / -6.861
Energy relative to the best compared isomer or geometry (same formula, charge and spin) (kcal/mol): 59.0

---

# 4
Formula: C6H14NS
Source: the Open Molecules 2025 dataset
Level of theory: ωB97M-V with the def2-TZVPD basis set

Each line ends with the Löwdin charge.
Positions of all 22 atoms, in Å:
C: -0.6558 -1.8741 0.1479  -0.34
N: 0.4677 -1.2822 0.4534  0.02
C: 0.5655 0.0963 0.0502  -0.64
C: 1.4193 0.9966 0.8894  -0.72
S: 1.2760 2.7835 0.3631  0.06
C: 1.0887 0.0432 -1.3702  -0.04
C: -1.8317 -1.5024 -0.5081  -0.16
C: -3.0706 -2.3628 -0.6019  -0.13
H: -0.0706 -1.5904 -2.1735  0.20
H: -0.6956 -2.9380 0.4266  0.10
H: -1.0214 0.6112 2.0333  0.03
H: -0.4338 0.5582 0.0403  0.07
H: 1.0474 1.0646 1.9295  0.00
H: 2.4950 0.7837 0.9492  0.04
H: 0.4617 -1.0264 -1.6457  0.00
H: 0.8292 0.8471 -2.0456  0.07
H: 2.1324 -0.2522 -1.2576  0.09
H: -1.3934 1.2312 2.1977  0.06
H: -1.7723 -0.4973 -0.9366  0.08
H: -3.7166 -2.0626 -1.4315  0.06
H: -3.6946 -1.9942 0.2338  0.07
H: -2.7916 -3.4148 -0.6022  0.07

Results
HOMO-LUMO gap (eV): 4.51
Net charge: -1
E_LUMO (eV): 2.00
Highest occupied orbital energy (eV): -2.502
Energy relative to the best compared isomer or geometry (same formula, charge and spin) (kcal/mol): 156.0